Formula: C14H13F3N2OSSbSe4W
Source: OMol25
Level of theory: ωB97M-V/def2-TZVPD

```
40
Properties=species:S:1:pos:R:3:mulliken_charge:R:1
W 0.93237 0.74212 0.97724 1.060
Se 5.11761 1.58021 3.41448 -0.100
Sb 2.86573 1.24169 2.76341 0.684
Se 0.50488 1.78119 3.38405 -0.084
Se 2.34274 2.45569 0.26377 -0.010
Se 2.46615 -1.02890 1.32973 -0.166
S -2.55820 -2.31754 0.25397 -0.047
C -1.48722 -1.05412 0.03829 -0.137
N -0.68277 -0.73831 1.05588 0.407
C -0.92432 -1.63787 2.13548 0.329
C -0.28692 -1.71109 3.37614 -0.203
C -0.69987 -2.66175 4.29196 -0.943
C -1.73638 -3.55266 4.00478 -0.622
C -2.36323 -3.51600 2.77841 -0.563
C -1.94459 -2.56055 1.85806 0.526
H -1.47114 -0.51874 -0.89714 0.401
H 0.53220 -1.07770 3.66906 0.288
H -0.20349 -2.71337 5.25151 0.445
H -2.04457 -4.27761 4.74566 0.443
H -3.15788 -4.20993 2.53697 0.449
C -1.08856 3.46639 0.56238 -0.761
O -1.04821 1.99465 0.68298 -0.196
H -1.15760 3.90751 1.55395 0.322
H -1.95534 3.74577 -0.03184 0.353
H -0.18612 3.79658 0.06358 0.313
H -1.96407 1.74839 0.85561 0.301
F 0.55938 -0.72847 -6.03026 -0.208
C 0.94415 0.48483 -5.63218 0.740
F 2.18512 0.71011 -6.04926 -0.225
F 0.12537 1.39458 -6.15073 -0.236
C 0.89204 0.52328 -4.10699 0.181
C -0.19236 1.08213 -3.44521 -0.812
C -0.21596 1.04761 -2.06873 -0.289
N 0.75814 0.48502 -1.32092 0.296
C 1.82492 -0.02061 -1.98729 -0.222
C 1.92548 -0.02712 -3.36013 -0.895
H -0.99783 1.55080 -3.99391 0.550
H -1.04406 1.49431 -1.53648 0.700
H 2.63046 -0.43535 -1.40300 0.419
H 2.80395 -0.44515 -3.83328 0.510
```

Calculated values
lowest unoccupied orbital energy: -13.15 eV
frontier orbital gap: 4.6 eV
charge: +3
HOMO energy: -17.8 eV

***

Formula: C14H13FI2O4STiYb
Source: OMol25
Level of theory: ωB97M-V/def2-TZVPD

```
37
Properties=species:S:1:pos:R:3:mulliken_spin:R:1
I 3.77260 -1.65904 -0.55768 0.462
I 3.84077 1.77201 -0.65606 0.496
Yb 1.20886 1.81662 0.31349 1.037
Ti 1.12812 -1.72362 0.10858 0.012
S 0.83818 -0.20186 -1.56644 -0.010
C -0.70748 -2.60906 -1.05125 0.003
C -0.45453 -2.98872 1.53430 0.006
C 0.01920 -0.07407 -3.48532 -0.002
C 0.56932 1.22465 -4.05721 0.000
C -1.46426 -0.03655 -3.23640 -0.002
C 0.51531 -1.32025 -4.20938 -0.001
C -0.68245 3.15328 1.80281 0.002
C -0.99503 2.92568 -1.20557 -0.001
O -0.96583 -3.59808 2.37929 -0.001
O -1.46070 -3.23077 -1.67552 -0.001
O -1.14498 3.83330 2.59976 0.000
O -1.69665 3.55318 -1.87212 0.000
H 0.21330 1.35134 -5.09649 0.000
H 1.67828 1.23972 -4.05971 0.000
H 0.19422 2.09229 -3.48168 0.000
H -1.98914 0.00218 -4.20236 0.001
H -1.72902 0.86586 -2.66616 0.000
H -1.80529 -0.92285 -2.68606 0.001
H 0.13877 -1.34300 -5.25932 0.000
H 0.14677 -2.25070 -3.73118 0.000
H 1.62374 -1.35492 -4.26072 0.000
F 0.75135 0.29248 5.82904 0.000
C 0.74615 0.24806 4.43766 0.001
C 1.97099 0.33473 3.80687 0.005
C 2.09423 0.13494 2.41538 0.011
C 0.92551 -0.34592 1.75020 0.013
C -0.31879 -0.12025 2.30970 0.003
C -0.41720 0.03755 3.69546 -0.001
H 2.92845 0.56158 4.38040 0.000
H 3.06972 0.25746 1.84292 -0.030
H -1.22327 -0.10393 1.75679 -0.001
H -1.30696 -0.01523 4.27217 0.000
```

Calculated values
lowest unoccupied orbital energy (alpha / beta): -15.83 / -16.63 eV
frontier orbital gap (alpha / beta): 6.6 / 5.7 eV
charge: +4
spin multiplicity: 3
HOMO energy (alpha / beta): -22.5 / -22.3 eV

***

Formula: C14H13FN4S2
Source: OMol25
Level of theory: ωB97M-V/def2-TZVPD

```
34
Properties=species:S:1:pos:R:3:mulliken_charge:R:1
F -1.73757 3.32153 -0.63286 -0.290
C -0.60968 3.16551 -1.15029 0.281
C -0.41145 3.72872 -2.44839 -0.342
C 0.83029 3.83953 -2.97958 -0.580
C 1.71742 3.28500 -2.25174 0.092
C 1.71547 2.69412 -1.11723 -0.861
C 0.56780 2.77039 -0.49107 0.859
C 0.03363 1.93829 0.67824 -1.045
S 0.92663 0.20857 0.61158 -0.301
C -0.01633 -0.39912 -0.71934 0.415
N -0.94215 0.22871 -1.21526 -0.152
N -1.09072 -0.79754 -2.35651 -0.592
C -0.61229 -1.82169 -2.10925 -0.106
N 0.43476 -1.62032 -0.98528 0.316
N 1.13985 -2.61727 -0.26791 -0.644
C 0.30693 -3.75460 0.38053 -1.098
C -0.22124 -2.90527 1.50633 0.610
C -1.64020 -2.24178 1.46010 -1.163
C -1.68628 -1.54689 2.58339 -0.280
C -0.80969 -1.77735 3.54419 -0.498
S 0.61714 -2.63350 3.02536 -0.113
H -1.26012 4.50150 -2.84895 0.161
H 1.06069 4.29872 -3.99749 0.301
H 2.75599 3.21826 -2.84723 0.084
H 2.45310 2.00586 -0.76235 0.410
H 0.52229 2.49409 1.49904 0.447
H -0.94076 1.82595 0.95602 0.589
H -0.48196 -2.72591 -2.62009 0.482
H 1.91318 -2.14960 0.15899 0.297
H 1.06879 -4.45728 0.68040 0.356
H -0.25960 -4.02065 -0.21678 0.601
H -2.23893 -2.20293 0.79731 0.951
H -2.78143 -1.13106 2.87799 0.217
H -1.06069 -1.42090 4.43908 0.597
```

Calculated values
lowest unoccupied orbital energy: 0.44 eV
frontier orbital gap: 8.3 eV
SMILES string: Fc1ccccc1CSc1nncn1NCc1cccs1
HOMO energy: -7.8 eV